Model 1:
{"formula": "C8H8N4", "method": "ωB97M-V/def2-TZVPD", "spin_multiplicity": 1, "smiles": "C/N=N\\Nc1ccc(C#N)cc1", "homo_energy_ev": -8.67, "homo_lumo_gap_ha": 0.3220, "elements": ["C", "N", "N", "N", "C", "C", "C", "C", "C", "N", "C", "C", "H", "H", "H", "H", "H", "H", "H", "H"], "positions_angstrom": [[3.87393, 0.42200, 0.13360], [3.29712, -0.85896, -0.13720], [2.09460, -1.01583, 0.05279], [1.28951, 0.06975, -0.10365], [-0.08513, -0.00918, -0.01376], [-0.68331, -1.28268, 0.04877], [-2.05735, -1.36602, 0.02662], [-2.84577, -0.19529, -0.01306], [-4.31498, -0.26672, -0.05325], [-5.46296, -0.24747, 0.05396], [-2.23211, 1.05111, -0.01334], [-0.87005, 1.14076, 0.01233], [3.56072, 0.85969, 1.09751], [3.67527, 1.08624, -0.75738], [4.93249, 0.19109, 0.16815], [1.67767, 0.90355, -0.47308], [-0.02421, -2.13542, -0.03473], [-2.56771, -2.33974, -0.01526], [-2.86249, 1.88809, 0.00959], [-0.39526, 2.10505, 0.01138]]}

***

Model 2:
{"formula": "C8H8N4", "method": "ωB97M-V/def2-TZVPD", "spin_multiplicity": 1, "smiles": "Cc1nnc2ccnc(C)c2n1", "homo_energy_ev": -8.87, "homo_lumo_gap_ha": 0.2965, "elements": ["C", "C", "N", "N", "C", "C", "C", "N", "C", "C", "C", "N", "H", "H", "H", "H", "H", "H", "H", "H"], "positions_angstrom": [[1.97454, 2.31915, 1.71494], [1.30146, 1.56457, 0.63130], [0.74089, 2.53094, -0.44449], [-0.04393, 1.77891, -1.26144], [-0.37496, 0.47653, -1.10554], [-1.35816, 0.22038, -2.16269], [-1.97504, -1.03970, -1.89431], [-1.73218, -1.85886, -0.81236], [-0.70050, -1.57397, 0.07623], [-0.07182, -2.88402, 0.82271], [-0.14238, -0.19147, -0.02148], [0.72075, 0.43614, 0.83541], [2.33976, 1.66749, 2.37474], [2.78375, 3.04675, 1.22825], [1.08395, 2.83306, 2.39557], [-1.73811, 1.13922, -2.69433], [-2.88044, -1.26948, -2.42092], [-0.22365, -2.57280, 2.01103], [-0.66914, -3.83163, 0.17463], [0.96521, -2.79123, 0.55276]]}

***

Most stable: model 1 (next structure +72.0 kcal/mol)

***

Model 1:
{"formula": "C7H15NO", "method": "ωB97M-V/def2-TZVPD", "spin_multiplicity": 1, "smiles": "C=C(CON)C(C)(C)C", "homo_energy_ev": -8.76, "homo_lumo_gap_ha": 0.3540, "elements": ["C", "C", "C", "O", "N", "C", "C", "C", "C", "H", "H", "H", "H", "H", "H", "H", "H", "H", "H", "H", "H", "H", "H", "H"], "positions_angstrom": [[-0.70456, -0.37741, 1.99962], [-0.54223, -0.43512, 0.70292], [-1.20782, -1.01742, -0.40919], [-2.80586, -0.65538, -0.10729], [-3.05932, 0.66486, -0.57020], [1.00781, 0.06191, -0.12053], [2.11592, -0.52481, 0.74723], [0.94695, 1.58161, -0.00732], [1.28093, -0.31930, -1.57172], [-1.60472, -0.76722, 2.45142], [0.03064, 0.05837, 2.65884], [-1.22514, -2.10473, -0.38738], [-1.14712, -0.61618, -1.41720], [-3.45996, 1.18741, 0.20830], [-3.77275, 0.58259, -1.29405], [3.09606, -0.21176, 0.37741], [2.08358, -1.61419, 0.73019], [2.05394, -0.18878, 1.77961], [0.09559, 1.96750, -0.56850], [0.84280, 1.89865, 1.02893], [1.86424, 2.03412, -0.39266], [0.56502, 0.13950, -2.25209], [2.26369, 0.05530, -1.87154], [1.28234, -1.39951, -1.71479]]}

***

Model 2:
{"formula": "C7H15NO", "method": "ωB97M-V/def2-TZVPD", "spin_multiplicity": 1, "homo_energy_ev": -8.14, "homo_lumo_gap_ha": 0.3266, "elements": ["C", "C", "C", "C", "C", "N", "C", "C", "O", "H", "H", "H", "H", "H", "H", "H", "H", "H", "H", "H", "H", "H", "H", "H"], "positions_angstrom": [[-1.28274, 0.64351, 0.14627], [-1.82336, 1.53754, -0.92284], [-2.00100, -0.64970, 0.36891], [-0.39405, 1.12303, 1.09787], [2.23290, -0.05015, 1.07557], [0.26216, -0.27846, -1.40261], [0.91010, -1.22623, -0.90869], [1.29897, -2.46504, -0.77732], [1.04788, 0.78709, -1.88116], [1.30909, 1.26571, -1.06658], [-2.75107, 1.99667, -0.56349], [-2.07058, 0.97584, -1.82316], [-1.11057, 2.31712, -1.18454], [-1.44659, -1.30013, 1.04623], [-2.15369, -1.17814, -0.57326], [-2.98082, -0.44882, 0.81588], [-0.21916, 2.19382, 1.12045], [-0.44931, 0.69688, 2.09627], [0.96264, 0.52379, 0.90085], [3.09205, -0.35085, 0.48177], [2.57760, 0.73097, 1.75284], [1.94877, -0.90220, 1.69198], [1.29698, -3.12536, -1.63407], [1.74381, -2.81689, 0.14282]]}

***

Most stable: model 1 (next structure +53.7 kcal/mol)

***

Model 1:
{"formula": "C12H36ClO10", "method": "ωB97M-V/def2-TZVPD", "spin_multiplicity": 1, "charge": -1, "homo_energy_ev": -7.31, "homo_lumo_gap_ha": 0.3711, "elements": ["Cl", "O", "O", "O", "O", "C", "C", "C", "O", "H", "H", "H", "H", "H", "H", "H", "H", "C", "C", "C", "O", "H", "H", "H", "H", "H", "H", "H", "H", "C", "C", "C", "O", "H", "H", "H", "H", "H", "H", "H", "H", "C", "O", "H", "H", "H", "H", "C", "O", "H", "H", "H", "H", "C", "O", "H", "H", "H", "H"], "positions_angstrom": [[-13.16665, -13.66259, -16.90301], [-13.21082, -12.25837, -17.23378], [-12.78779, -13.81352, -15.51110], [-14.46541, -14.28444, -17.08144], [-12.20074, -14.31917, -17.75650], [-12.27932, -13.73501, -21.24657], [-13.19242, -14.33005, -22.29599], [-14.32685, -13.40178, -22.64805], [-12.46587, -14.59804, -23.50360], [-12.78664, -13.29766, -20.38684], [-11.61195, -12.98556, -21.67875], [-11.61228, -14.50109, -20.83022], [-13.61007, -15.27057, -21.91623], [-15.03050, -13.34377, -21.81526], [-14.86767, -13.72906, -23.53662], [-13.95871, -12.38782, -22.82619], [-11.79729, -15.25562, -23.29015], [-12.74749, -9.02428, -15.30911], [-11.65539, -9.91802, -14.72776], [-12.19803, -10.73100, -13.55381], [-11.11508, -10.75966, -15.74032], [-13.25238, -8.47328, -14.50869], [-13.51646, -9.63293, -15.78993], [-12.32520, -8.31733, -16.02071], [-10.85775, -9.27652, -14.34382], [-12.50786, -10.03730, -12.76157], [-11.43170, -11.37167, -13.12058], [-13.07144, -11.30747, -13.86025], [-11.80291, -11.42235, -15.90273], [-16.67392, -17.14331, -18.17215], [-17.19968, -16.41595, -19.38777], [-16.33744, -15.19610, -19.71719], [-17.25949, -17.29477, -20.52873], [-16.64307, -16.48301, -17.30100], [-15.66542, -17.54358, -18.29703], [-17.31997, -17.98106, -17.88299], [-18.22011, -16.07894, -19.20116], [-16.31482, -14.50813, -18.87492], [-16.76879, -14.69897, -20.58840], [-15.32689, -15.52600, -19.96133], [-16.44072, -17.80034, -20.52465], [-14.79586, -14.31481, -13.12733], [-15.41902, -14.91412, -14.23573], [-15.39822, -14.54537, -12.24297], [-13.78693, -14.70700, -12.97009], [-14.76861, -13.22208, -13.21158], [-15.05438, -14.50852, -15.03285], [-12.51625, -17.12446, -19.17415], [-13.28108, -17.17297, -17.98704], [-12.56525, -18.10997, -19.64074], [-12.91587, -16.39633, -19.89127], [-11.46886, -16.87843, -18.97616], [-13.28035, -16.28475, -17.60723], [-9.48876, -13.95440, -15.73780], [-8.10629, -13.64256, -15.46856], [-9.63365, -14.09902, -16.80714], [-9.76640, -14.85949, -15.20166], [-10.13272, -13.13670, -15.42304], [-8.07265, -12.72826, -15.17959]]}

***

Model 2:
{"formula": "C12H36ClO10", "method": "ωB97M-V/def2-TZVPD", "spin_multiplicity": 1, "charge": -1, "homo_energy_ev": -7.40, "homo_lumo_gap_ha": 0.3787, "elements": ["Cl", "O", "O", "O", "O", "C", "C", "C", "O", "H", "H", "H", "H", "H", "H", "H", "H", "C", "C", "C", "O", "H", "H", "H", "H", "H", "H", "H", "H", "C", "C", "C", "O", "H", "H", "H", "H", "H", "H", "H", "H", "C", "O", "H", "H", "H", "H", "C", "O", "H", "H", "H", "H", "C", "O", "H", "H", "H", "H"], "positions_angstrom": [[0.19879, -1.39663, 0.29940], [-0.08095, -1.77948, -1.05398], [1.25723, -2.19892, 0.82326], [0.62905, -0.01567, 0.25428], [-0.94322, -1.59871, 1.13521], [3.18838, 4.13417, -0.44854], [2.68351, 2.87824, 0.22984], [2.96161, 2.79068, 1.71496], [1.23198, 2.86823, 0.11242], [4.27533, 4.10465, -0.29175], [2.77461, 5.02715, 0.01797], [3.02744, 4.10729, -1.52342], [3.04893, 2.03959, -0.37046], [2.52998, 3.66093, 2.20996], [4.01809, 2.76332, 1.99947], [2.48377, 1.88122, 2.07561], [1.01353, 1.92378, 0.09361], [-3.33067, 0.15834, -0.55454], [-4.64564, -0.14240, 0.13058], [-5.74137, -0.48516, -0.84649], [-4.46907, -1.25534, 1.03719], [-3.34685, 1.07749, -1.15119], [-2.96467, -0.62974, -1.20625], [-2.57995, 0.42656, 0.19890], [-4.97869, 0.67187, 0.79351], [-6.67669, -0.63138, -0.29970], [-5.52152, -1.39357, -1.40937], [-5.88827, 0.32208, -1.56672], [-3.54566, -1.24712, 1.31803], [0.75703, 1.44536, -3.32752], [-0.73419, 1.36668, -3.08982], [-1.51817, 2.26450, -4.01902], [-1.23114, 0.05404, -3.20695], [1.16987, 2.45155, -3.25183], [0.98581, 1.03597, -4.31962], [1.32191, 0.85846, -2.59783], [-0.87802, 1.80223, -2.08707], [-2.55883, 2.30941, -3.68981], [-1.53821, 1.86117, -5.03659], [-1.07224, 3.25746, -4.04258], [-0.77231, -0.48660, -2.54596], [-1.51417, -1.81252, 4.84177], [-1.80703, -0.86545, 3.83077], [-1.60977, -2.84489, 4.47765], [-0.46919, -1.74608, 5.16421], [-2.24567, -1.67698, 5.63552], [-1.53326, -1.22922, 2.97826], [4.03639, -0.53441, 1.32640], [4.35023, -1.92749, 1.21359], [4.90018, -0.02497, 1.75089], [3.92553, -0.14969, 0.30318], [3.10138, -0.47271, 1.88590], [3.58047, -2.36021, 0.82466], [1.94203, -5.27474, 0.27784], [1.62101, -5.12165, 1.64585], [2.29100, -4.33705, -0.15764], [2.65091, -6.08399, 0.10580], [1.05303, -5.56043, -0.30269], [1.18642, -4.25919, 1.69081]]}

***

Most stable: model 1 (next structure +1.5 kcal/mol)

***

Model 1:
{"formula": "C4H6O2", "method": "ωB97M-V/def2-TZVPD", "spin_multiplicity": 1, "homo_energy_ev": -8.97, "homo_lumo_gap_ha": 0.3351, "elements": ["C", "C", "C", "O", "C", "O", "H", "H", "H", "H", "H", "H"], "positions_angstrom": [[-0.81533, -1.15685, -0.31822], [0.00926, 0.09449, -0.11170], [-0.67823, 2.08631, 1.08143], [-0.42010, 0.81276, 1.07571], [1.49974, -0.16256, 0.07548], [2.06639, -1.15224, -0.30849], [-0.69778, -1.85946, 0.51070], [-1.87324, -0.90363, -0.42768], [-0.48131, -1.65683, -1.23158], [-0.11001, 0.78918, -0.95843], [-0.52799, 2.44553, 0.01834], [2.02861, 0.66331, 0.59445]]}

***

Model 2:
{"formula": "C4H6O2", "method": "ωB97M-V/def2-TZVPD", "spin_multiplicity": 1, "smiles": "C1OC[C@H]2O[C@@H]12", "homo_energy_ev": -10.03, "homo_lumo_gap_ha": 0.4046, "elements": ["C", "O", "C", "C", "O", "C", "H", "H", "H", "H", "H", "H"], "positions_angstrom": [[0.63745, 0.98962, 0.41542], [-0.25676, 1.31246, -0.54299], [-1.07610, 0.07871, -0.44056], [-0.34209, -0.96907, -0.41171], [0.85126, -0.97187, -1.17166], [0.96508, -0.52938, 0.19588], [1.41828, 1.83477, 0.34281], [0.43780, 1.05144, 1.53540], [-1.73224, 0.14037, 0.43981], [-1.73226, 0.07322, -1.20838], [-0.81823, -1.92255, -0.11302], [1.64780, -1.08772, 0.95899]]}

***

Most stable: model 1 (next structure +5.7 kcal/mol)

***

Model 1:
{"formula": "C4H6O2", "method": "ωB97M-V/def2-TZVPD", "spin_multiplicity": 1, "smiles": "C[C@H]1O[C@H]1C=O", "homo_energy_ev": -10.05, "homo_lumo_gap_ha": 0.3462, "elements": ["C", "C", "O", "C", "C", "O", "H", "H", "H", "H", "H", "H"], "positions_angstrom": [[1.34205, -0.53494, 0.97756], [0.61308, 0.41237, 0.08579], [0.56045, 0.41289, -1.27572], [-0.82193, 0.47766, -0.17223], [-1.67584, -0.28421, -1.08924], [-2.85251, -0.02207, -1.20525], [1.04265, -0.26687, 1.99838], [1.09323, -1.58017, 0.79597], [2.41851, -0.37956, 0.87846], [0.75876, 1.46164, 0.37075], [-1.35252, 1.28469, 0.36343], [-1.12594, -0.98142, -1.72789]]}

***

Model 2:
{"formula": "C4H6O2", "method": "ωB97M-V/def2-TZVPD", "spin_multiplicity": 1, "smiles": "O=COC1CC1", "homo_energy_ev": -10.42, "homo_lumo_gap_ha": 0.4219, "elements": ["O", "C", "O", "C", "C", "C", "H", "H", "H", "H", "H", "H"], "positions_angstrom": [[2.01645, 0.21713, 1.36319], [1.78362, 0.18506, 0.19176], [1.18530, -0.87402, -0.49208], [-0.08650, -0.75708, 0.09300], [-1.29568, -0.37923, -0.65973], [-0.63164, 0.66553, 0.19036], [1.97143, 0.98558, -0.52831], [-0.17844, -1.34522, 1.00061], [-1.19567, -0.24308, -1.73054], [-2.22933, -0.78724, -0.30278], [-0.21319, 1.50993, -0.36067], [-0.98432, 0.94095, 1.17580]]}

***

Model 3:
{"formula": "C4H6O2", "method": "ωB97M-V/def2-TZVPD", "spin_multiplicity": 1, "homo_energy_ev": -8.88, "homo_lumo_gap_ha": 0.3572, "elements": ["C", "C", "O", "C", "O", "C", "H", "H", "H", "H", "H", "H"], "positions_angstrom": [[-2.00442, -0.08915, -0.30021], [-1.03728, 0.67819, 0.55144], [-1.16271, 1.77606, 0.99131], [0.80770, 0.03170, -0.25873], [0.15922, -0.05449, 0.88179], [2.22645, -0.36302, -0.09481], [-2.30581, 0.53706, -1.14274], [-1.57819, -1.01891, -0.67526], [-2.88928, -0.30200, 0.30613], [2.46557, -0.97137, 0.78509], [2.56606, -0.82571, -1.02490], [2.75269, 0.60165, -0.01912]]}

***

Model 4:
{"formula": "C4H6O2", "method": "ωB97M-V/def2-TZVPD", "spin_multiplicity": 1, "smiles": "O=COC1CC1", "homo_energy_ev": -10.51, "homo_lumo_gap_ha": 0.4242, "elements": ["O", "C", "O", "C", "C", "C", "H", "H", "H", "H", "H", "H"], "positions_angstrom": [[-1.54805, -0.99833, 1.49300], [-1.21238, -1.58533, 0.50258], [-0.58038, -1.07963, -0.56962], [-0.26825, 0.30376, -0.58264], [1.17391, 0.65283, -0.74615], [0.46644, 0.92011, 0.55637], [-1.36976, -2.65994, 0.33280], [-1.01672, 0.89117, -1.10569], [1.86455, -0.18431, -0.78006], [1.43383, 1.48606, -1.39126], [0.69710, 0.28741, 1.40650], [0.20746, 1.94330, 0.81303]]}

***

Most stable: model 4 (next structure +23.2 kcal/mol)

***

Model 1:
{"formula": "C4H6N3O2", "method": "ωB97M-V/def2-TZVPD", "spin_multiplicity": 1, "charge": 1, "homo_energy_ev": -12.86, "homo_lumo_gap_ha": 0.3259, "elements": ["C", "C", "C", "C", "N", "N", "N", "O", "O", "H", "H", "H", "H", "H", "H"], "positions_angstrom": [[0.06801, -0.65049, -0.19449], [0.06389, 1.78582, -0.07981], [1.15009, -1.45783, 0.10275], [-2.87524, 1.24495, -0.33073], [0.29654, 0.66319, -0.12600], [-2.03832, 2.15583, -0.11725], [2.30633, -1.04361, 0.56501], [1.07965, -2.76562, 0.15255], [-3.53198, 0.25599, -0.28808], [-0.94903, -1.07892, -0.08279], [0.34355, 2.83221, -0.17491], [-1.96832, 2.99013, -0.69444], [2.64222, -0.08081, 0.73934], [3.16935, -1.60883, 0.78924], [0.24327, -3.24201, -0.26039]]}

***

Model 2:
{"formula": "C4H6N3O2", "method": "ωB97M-V/def2-TZVPD", "spin_multiplicity": 1, "smiles": "CO[N+](=O)c1cnc[nH]1", "charge": 1, "homo_energy_ev": [-14.53, -14.54], "homo_lumo_gap_ha": [0.2987, 0.2987], "elements": ["C", "O", "N", "O", "C", "C", "N", "C", "N", "H", "H", "H", "H", "H", "H"], "positions_angstrom": [[2.86763, -0.47870, -0.06540], [1.46027, -0.70985, -0.07483], [0.71547, 0.36009, 0.03873], [1.16599, 1.45917, 0.15302], [-0.74555, 0.08973, -0.00229], [-1.45197, -1.11708, 0.03795], [-2.74811, -0.83413, 0.04828], [-2.86790, 0.48016, 0.01523], [-1.67279, 1.09577, -0.00185], [3.17153, 0.03787, 0.85061], [3.16183, 0.12661, -0.93003], [3.32200, -1.46633, -0.12106], [-1.08139, -2.12319, 0.07264], [-3.81388, 0.98923, 0.00044], [-1.48314, 2.09065, -0.02143]]}

***

Most stable: model 1 (next structure +36.9 kcal/mol)